Entry one
Density functional theory data (ωB97M-V with the def2-TZVPD basis set) for the ion C3H8N3 with charge +1.

Each line ends with the Mulliken charge.
Geometry (Å):
C 0.3095 -1.2726 -0.4695  -0.4128
N 1.2542 -0.4827 0.3315  -0.2643
C 0.9869 0.8533 -0.0206  -0.4863
N -0.4343 0.8655 -0.4144  -0.0606
C -1.5769 0.0930 0.6902  -0.1438
N -0.9171 -0.4480 -0.5142  -0.1089
H 0.5414 -1.3983 -1.5400  0.2497
H 0.0587 -2.3589 -0.2214  0.3594
H 1.5298 -0.7482 1.2511  0.2747
H 1.2690 1.6695 0.6441  0.3804
H 1.5173 0.9906 -0.9475  0.3336
H -0.6462 1.7006 -1.0308  0.3054
H -2.6548 0.3029 0.5428  0.2804
H -1.2375 0.2332 1.6987  0.2931

Summary:
Gap between HOMO and LUMO = 9.943 eV
Spin multiplicity = 1
Lowest unoccupied orbital energy = -0.162 Eh
Net charge = +1
SMILES = C1NC[N@@H+]2CN12
Highest occupied orbital energy = -14.36 eV

Entry two
Density functional theory data (ωB97M-V with the def2-TZVPD basis set) for the ion C3H8N3 with charge +1.

Each line ends with the Mulliken charge.
Geometry (Å):
H -2.3513 1.9534 -0.0403  0.3001
N -2.0919 0.9504 -0.1520  -0.5143
C -0.9898 0.3945 0.0140  0.1806
C -0.9333 -1.0295 0.0748  0.1517
N 0.0508 -1.8341 -0.1410  -0.1403
C 0.5696 1.0510 0.3212  -0.4862
N 1.6139 0.2990 -0.4261  -0.6404
H -1.8046 -1.5778 0.5648  0.3552
H -0.0636 -2.7334 0.2817  0.2999
H 0.9386 -1.4772 -0.3708  0.3187
H 0.4078 2.1230 0.0919  0.3111
H 0.6586 0.9913 1.3873  0.4020
H 1.4158 0.5077 -1.3848  0.2409
H 2.5794 0.3820 -0.2206  0.2211

Summary:
Gap between HOMO and LUMO = 8.458 eV
Spin multiplicity = 1
Lowest unoccupied orbital energy = -0.208 Eh
Net charge = +1
SMILES = [H]/N=C(/C=[NH2+])CN
Highest occupied orbital energy = -14.13 eV

Relative energy table, unit kJ/mol: entry one 185.9; entry two 0.0

Entry one
Density functional theory data (ωB97M-V with the def2-TZVPD basis set) for the ion C4H10NS2 with charge +1.

Each line ends with the Mulliken charge.
Geometry (Å):
C -1.4646 -0.6559 0.4669  -1.2610
C -0.5915 0.0437 -0.5882  -0.1454
N -1.1914 1.3445 -1.0232  -0.2564
C 0.8380 0.6180 0.3759  0.2659
S 0.8375 2.2782 0.5287  -0.3065
C 1.7483 -0.3560 0.8773  -0.6252
S 2.1900 -1.4152 -0.7326  -0.1598
H -1.9467 0.0991 1.2605  0.3671
H -0.9291 -1.2957 1.2396  0.3427
H -2.0303 -1.3764 -0.0429  0.3957
H -0.4500 -0.4968 -1.5032  0.5363
H -2.1855 1.2729 -0.9485  0.3525
H -1.0095 1.4965 -2.0815  0.3726
H -0.7698 2.1654 -0.4838  0.1851
H 2.6978 -0.0458 1.2866  0.4338
H 1.3237 -1.2202 1.4125  0.2899
H 2.9331 -2.4565 -0.0439  0.2126

Summary:
Gap between HOMO and LUMO = 8.139 eV
Spin multiplicity = 1
Lowest unoccupied orbital energy = -0.183 Eh
Net charge = +1
SMILES = C[C@@H]([NH3+])C(=S)CS
Highest occupied orbital energy = -13.13 eV

Entry two
Density functional theory data (ωB97M-V with the def2-TZVPD basis set) for a cluster of 2 separate species, C4H10NS2 in total.

Each line ends with the Mulliken charge.
Geometry (Å):
C -2.4829 -0.0970 -0.1907  -0.0260
C 0.8636 1.1135 -1.0214  -1.1470
C 1.4177 -0.4520 1.3226  -0.9456
C 0.4722 -0.2860 -0.9043  0.0900
N 0.7924 -1.0290 0.1116  -0.0001
S -3.5607 1.0918 0.3238  -0.0478
S -2.9636 -1.7863 -0.2060  -0.1669
H 1.8178 1.3645 -0.6858  0.4568
H 0.8018 1.3116 -2.0865  0.3463
H 0.0649 1.8649 -0.5956  0.2449
H 2.3654 -0.3903 0.9678  0.4738
H 0.9950 0.4840 1.7870  0.2940
H 1.4488 -1.3347 2.1153  0.3024
H 0.0805 -0.9164 -1.6832  0.4732
H 0.5553 -1.9958 0.0219  0.3367
H -2.7599 2.2090 0.3869  0.1490
H -4.2891 -2.0684 0.3077  0.1661

Summary:
Gap between HOMO and LUMO = 8.491 eV
Spin multiplicity = 1
Lowest unoccupied orbital energy = -0.152 Eh
Net charge = +1
Highest occupied orbital energy = -12.62 eV

Entry three
Density functional theory data (ωB97M-V with the def2-TZVPD basis set) for a cluster of 2 separate species, C4H10NS2 in total.

Each line ends with the Mulliken charge.
Geometry (Å):
C 0.3954 2.4822 0.2476  0.3646
C 0.4287 -2.5666 0.8486  -0.9002
C -1.1207 -0.8808 -1.0894  -1.0324
C 0.6796 -1.1261 0.3888  0.1716
N -0.0349 -0.3355 -0.3000  -0.3391
S -0.8937 3.4281 -0.4268  0.0045
S 1.9331 3.0550 0.4800  0.0010
H 1.2121 -3.2771 0.6930  0.3269
H 0.3158 -2.4690 1.9441  0.2517
H -0.5067 -2.9148 0.2865  0.2612
H -1.2407 -1.8999 -1.1309  0.4174
H -2.1202 -0.4698 -0.7668  0.2565
H -0.8590 -0.4801 -2.1229  0.2998
H 1.6378 -0.5631 0.6715  0.2729
H 0.3645 1.2495 0.2376  0.2311
H -1.8756 2.4180 -0.4241  0.2166
H 1.6845 4.3498 0.4631  0.1960

Summary:
Gap between HOMO and LUMO = 8.047 eV
Spin multiplicity = 1
Lowest unoccupied orbital energy = -0.205 Eh
Net charge = +1
Highest occupied orbital energy = -13.63 eV

Relative energy table, unit kJ/mol: entry one 0.0; entry two 81.9; entry three 30.0

Entry one
Density functional theory data (ωB97M-V with the def2-TZVPD basis set) for a cluster of 6 separate species, C5H24N2O6 in total.

Each line ends with the Mulliken charge.
Geometry (Å):
C 1.9398 0.5762 -3.3626  -1.1556
C 2.0513 0.1102 -1.8952  -0.7862
C 0.7719 -0.5263 -1.3096  0.2510
C 0.9203 -0.8423 0.1935  -0.9536
N -0.2480 -1.4100 0.8920  -0.4603
N -0.3857 0.3065 -1.7057  -0.1038
C -1.6200 -0.3231 -2.0684  -0.5894
O -2.5133 -0.6699 -1.0103  -0.6030
H 2.5827 1.4261 -3.5482  0.3638
H 2.1451 -0.2439 -4.0472  0.2851
H 0.9461 0.8856 -3.6668  0.2859
H 2.8971 -0.5393 -1.6715  0.4379
H 2.2567 1.0644 -1.3994  0.3217
H 0.6925 -1.5029 -1.7957  0.3323
H 1.3315 -0.0188 0.7803  0.4002
H 1.6692 -1.6358 0.3066  0.2713
H -0.7288 -2.0164 0.2530  0.2558
H -0.7785 -0.6313 1.2458  0.1390
H -0.5111 1.1449 -1.1606  0.2422
H -2.1835 0.3188 -2.7566  0.3052
H -1.4582 -1.2497 -2.6161  0.3564
H -2.5249 -0.0028 -0.3167  0.3751
O 1.4557 -2.4684 3.5510  -0.6337
H 1.3365 -2.4440 2.5846  0.3316
H 2.3975 -2.2513 3.4388  0.2773
O 0.6129 2.9227 3.6336  -0.6320
H 1.2255 2.1978 3.5925  0.3432
H -0.0150 2.6629 2.9537  0.2951
O 2.9504 0.3924 3.1393  -0.5704
H 3.8293 0.7641 3.0439  0.2940
H 2.9723 -0.2167 3.8806  0.3028
O -2.9483 0.6995 1.3402  -0.6265
H -2.8321 1.5377 1.8044  0.2755
H -3.9020 0.5574 1.4330  0.3152
O -5.1098 0.3101 -1.1969  -0.6695
H -4.2699 -0.1326 -1.2094  0.4260
H -4.9553 1.2480 -1.3302  0.3004

Summary:
Gap between HOMO and LUMO = 8.979 eV
Spin multiplicity = 1
Lowest unoccupied orbital energy = 0.001 Eh
Net charge = 0
SMILES = CC[C@@H](CN)NCO.O.O.O.O.O
Highest occupied orbital energy = -8.96 eV

Entry two
Density functional theory data (ωB97M-V with the def2-TZVPD basis set) for a cluster of 6 separate species, C5H24N2O6 in total.

Each line ends with the Mulliken charge.
Geometry (Å):
C -2.4460 -0.4177 0.0945  -0.9474
N -1.1698 -0.1866 -0.6167  -0.3564
C 0.0538 -0.2958 0.2174  0.8329
C 0.1018 -1.7152 0.8682  -1.2290
N 1.4918 -1.9014 1.3743  -0.4995
C 0.1697 0.8520 1.2417  0.2112
C 1.3502 1.7525 0.9245  -1.8416
O 0.3251 0.3819 2.5840  -0.6797
H -2.4021 -1.4288 0.5757  0.3191
H -2.6724 0.3198 0.9024  0.2600
H -3.2695 -0.3760 -0.6674  0.3637
H -1.1779 0.7592 -1.1214  0.3373
H 0.9224 -0.2031 -0.5772  0.3544
H -0.2078 -2.4788 0.1067  0.3169
H -0.6522 -1.7790 1.7701  0.3931
H 2.0810 -1.8673 0.6224  0.1962
H 1.6256 -2.8207 1.7877  0.2542
H -0.7885 1.4227 1.2994  0.2905
H 1.3349 2.1928 -0.1254  0.3199
H 2.3028 1.2485 1.0189  0.4117
H 1.3853 2.6062 1.6834  0.3469
H 1.0085 -0.3089 2.6816  0.3666
O -0.7656 2.8721 -1.5676  -0.6681
H -1.6190 3.3336 -1.7000  0.2953
H -0.5550 2.9859 -0.5768  0.3036
O 0.6364 1.2394 -3.1731  -0.6848
H 0.1558 1.8885 -2.6146  0.3502
H 0.3963 1.4859 -4.0793  0.3183
O -2.1844 -0.3812 3.1468  -0.6564
H -2.3463 -0.1264 4.1050  0.2619
H -1.2611 -0.1598 2.9838  0.4117
O 2.5931 -2.0076 -1.3999  -0.6632
H 1.7651 -1.8849 -1.8857  0.3806
H 3.2806 -1.6971 -1.9344  0.2741
O 0.3862 -1.4083 -2.7742  -0.8337
H -0.3223 -1.4260 -2.1572  0.3669
H 0.4733 -0.4706 -3.0177  0.5227

Summary:
Gap between HOMO and LUMO = 8.697 eV
Spin multiplicity = 1
Lowest unoccupied orbital energy = 0.000 Eh
Net charge = 0
SMILES = CN[C@H](CN)[C@H](C)O.O.O.O.O.O
Highest occupied orbital energy = -8.71 eV

Relative energy table, unit kJ/mol: entry one 42.2; entry two 0.0

Entry one
Density functional theory data (ωB97M-V with the def2-TZVPD basis set) for a cluster of 2 separate species, C3H12NO2 in total.

Each line ends with the Mulliken spin population.
Geometry (Å):
C 0.3206 0.9207 1.7834  0.0641
O 1.4651 1.1999 1.1063  0.6634
C -0.6009 0.4795 0.7582  0.1123
C -1.8249 -0.3104 1.3228  0.0592
N 0.1173 -0.1239 -0.5489  -0.0062
H -0.0183 1.8513 2.1357  0.0919
H 0.5548 0.2207 2.5642  0.0018
H 2.3120 0.8335 1.3177  -0.0149
H -0.8786 1.3700 0.2842  -0.0034
H -2.3290 -0.8311 0.4855  0.0181
H -1.8616 -0.8507 2.2725  0.0053
H -2.5584 0.4737 1.7184  0.0082
H 0.4794 -0.9541 -0.1970  0.0007
H 0.6701 0.5924 -1.0026  -0.0008
H -0.6478 -0.3639 -1.1884  0.0000
H 0.2636 -2.5533 -4.0911  0.0000
H 1.0063 -1.1455 -4.0332  0.0000
O 0.3871 -1.7392 -3.5575  0.0003

Summary:
Gap between HOMO and LUMO (spin up / spin down) = 9.535 / 2.522 eV
Spin multiplicity = 2
Lowest unoccupied orbital energy (spin up / spin down) = -0.301 / -0.558 Eh
Net charge = +2
Highest occupied orbital energy (spin up / spin down) = -17.72 / -17.72 eV

Entry two
Density functional theory data (ωB97M-V with the def2-TZVPD basis set) for a cluster of 3 separate species, C3H12NO2 in total.

Each line ends with the Mulliken spin population.
Geometry (Å):
C -2.1512 -1.9712 -0.1267  0.0490
C -1.1083 -0.9422 -0.4204  0.4125
C -0.0217 -0.6786 0.2446  0.3583
N 0.5968 0.5621 -0.1009  0.0249
H -1.7826 -3.0450 -0.3102  0.0499
H -3.0599 -1.9039 -0.7417  0.0054
H -2.6174 -1.9645 0.7856  0.0578
H -1.6619 -0.1472 -1.0750  -0.0089
H 0.3380 -1.0830 1.2266  -0.0043
H 0.4369 1.1742 0.7655  0.0309
H 0.1646 1.0025 -0.8804  -0.0020
H 1.6290 0.4796 -0.1050  0.0163
H -0.7612 2.5508 2.3390  0.0002
H -1.5730 1.1792 2.1817  0.0002
O -0.9355 1.8126 1.7731  0.0044
H 3.8301 -0.0584 -1.8251  0.0001
H 3.5561 1.2449 -1.5515  -0.0002
O 3.0618 0.4609 -1.5590  0.0055

Summary:
Gap between HOMO and LUMO (spin up / spin down) = 9.673 / 5.148 eV
Spin multiplicity = 2
Lowest unoccupied orbital energy (spin up / spin down) = -0.357 / -0.522 Eh
Net charge = +2
Highest occupied orbital energy (spin up / spin down) = -19.38 / -19.35 eV

Relative energy table, unit kJ/mol: entry one 106.6; entry two 0.0